# 1
Density functional theory data (ωB97M-V/def2-TZVPD) for one molecule with the formula C22H32N4O2.

## Properties
frontier orbital gap: 8.115 eV
highest occupied orbital energy: -7.37 eV
energy above the lowest of the compared OMol25 structures with the same formula, charge and spin: 111.8 kJ/mol
LUMO energy: 0.0275 Eh
total energy: -1227.0321 hartree

Last column: Mulliken charge in e.
Atoms and positions in Å:
O -0.93816 -7.00531 -1.17090  -0.458
O 1.15021 0.03115 -0.90647  -0.692
N -0.89101 0.97024 -0.73356  0.131
N 2.59984 3.79096 0.16973  -1.199
N 2.15726 2.77446 -0.55372  1.043
N -3.15377 -1.97325 -0.33861  -0.200
C -1.80437 2.03679 -0.40288  -0.953
C 0.33910 -7.34919 -0.69882  -0.816
C -2.66641 -5.44106 -1.42280  -0.725
C 4.50863 4.48368 2.60716  -1.381
C 2.86220 3.11337 3.91766  -1.438
C 1.81993 3.87337 1.23847  0.221
C -2.44581 -0.76768 0.00604  0.053
C -2.51981 -3.18840 -0.56001  0.556
C -3.44649 0.32416 0.39247  -1.126
C 1.06126 2.20010 -0.00188  -0.448
C 3.14930 4.47850 3.29808  0.613
C -2.70877 1.61073 0.75533  -0.576
C 1.95167 2.99087 -2.98272  -1.051
C -0.69313 -4.74395 -0.26206  -0.767
C -1.39377 -5.73487 -0.93413  0.707
C 0.45384 0.98053 -0.57765  0.496
C 2.03625 4.88304 2.31212  -1.013
C 2.77060 2.44994 -1.81364  -0.577
C -1.24928 -3.48843 -0.07872  -0.321
C -3.21496 -4.19263 -1.24084  -0.450
C -1.55235 -0.24800 -1.14073  -1.257
C 0.82400 2.88633 1.17907  0.336
H -3.42085 2.40695 0.97561  0.381
H 4.49420 3.81867 1.74776  0.273
H -2.42234 2.24311 -1.28666  0.368
H -4.05291 -0.01789 1.23218  0.408
H -3.94143 -1.81908 -0.95318  0.284
H -2.16816 -0.05071 -2.02677  0.178
H -4.11514 0.51380 -0.45191  0.429
H -1.80807 -0.98036 0.87119  0.186
H -2.09866 1.44077 1.64424  0.287
H 3.76325 2.90372 -1.80266  0.389
H 0.29657 -4.92607 0.12593  0.379
H 3.61123 2.87316 4.66901  0.447
H -4.20279 -3.98214 -1.62667  0.324
H 0.49382 -8.38647 -0.99278  0.233
H 1.88391 3.10436 4.39427  0.316
H 3.16075 5.22681 4.09970  0.340
H 2.88169 2.33834 3.15488  0.260
H 2.30785 5.83509 1.85246  0.376
H 0.96929 2.52339 -3.00448  0.259
H 1.82720 4.06758 -2.89017  0.319
H -0.78715 -0.98368 -1.39460  0.679
H 4.75446 5.48335 2.25685  0.344
H -1.24628 2.93891 -0.15401  0.598
H 0.40100 -7.27063 0.39210  0.326
H -3.20699 -6.21213 -1.94851  0.418
H -0.66758 -2.74609 0.44370  0.254
H 2.45807 2.77522 -3.91921  0.393
H 1.11834 -6.72612 -1.15091  0.326
H 0.06449 2.69173 1.90923  0.446
H 5.28653 4.15629 3.29343  0.408
H 1.10108 5.01420 2.86143  0.358
H 2.86025 1.36317 -1.88543  0.303

Atoms 1-2, force components in eV/Å:
O -0.3 0.1 -0.1
O 0.2 0.0 0.0

=====

# 2
Density functional theory data (ωB97M-V/def2-TZVPD) for C39H34ClN4O4PTl as an isolated structure.

## Properties
charge: +1
frontier orbital gap: 5.759 eV
highest occupied orbital energy: -9.18 eV
energy above the lowest of the compared OMol25 structures with the same formula, charge and spin: 58.8 kJ/mol
LUMO energy: -0.1257 Eh
total energy: -3000.4432 hartree

Last column: Mulliken charge in e.
Atoms and positions in Å:
Tl 0.79315 -0.68056 0.19098  1.501
Cl 7.90524 -3.59232 -1.84198  -0.231
P -2.70272 0.48071 0.50873  0.416
O -1.43705 2.44064 3.32682  -0.551
O -1.60571 1.13717 1.49565  0.302
O 2.54103 -2.40448 0.19895  -0.047
O 1.20628 -4.39226 -1.46428  -0.266
N 2.53868 -0.21026 -1.59406  0.218
N 2.79845 0.29944 1.50601  -0.274
N 0.97859 -1.89378 2.61097  -0.184
N 1.32874 2.12666 -0.68188  -0.119
C 3.72560 -2.65456 -0.26533  0.162
C -4.48942 2.61171 3.26767  -0.782
C 2.75924 0.65681 2.92862  -0.745
C 1.45779 1.39621 -4.77758  -1.102
C -5.84985 2.53434 3.00809  -0.559
C -2.48249 1.02634 -1.15417  0.909
C -3.04459 -2.14842 -0.27194  -0.305
C -2.68175 -3.08027 2.33066  -0.801
C 0.73228 3.20566 -0.24468  -0.332
C 0.06949 4.13097 -1.07948  -1.202
C -6.32676 1.84133 1.89686  -0.742
C 1.32855 1.88173 -2.02132  -0.181
C 0.80369 2.50721 -4.33595  -0.514
C -2.58152 -1.72619 2.07342  -0.657
C 0.72427 2.76473 -2.94382  1.001
C 2.00056 0.71758 -2.50594  -0.081
C -3.12867 -3.50587 -0.00211  -0.972
C 5.66734 -4.12751 -0.38329  -0.566
C -3.01498 2.27839 -1.48307  -0.522
C 4.40708 -3.84417 0.08682  -0.871
C -3.62630 1.96837 2.39709  0.470
C 5.67245 -2.08262 -1.62972  -1.195
C -1.56467 0.82245 -3.36435  -1.332
C -2.14833 1.93279 2.53514  0.111
C -4.09890 1.27655 1.29184  0.224
C 6.31240 -3.22816 -1.24192  -0.017
C 0.07199 3.90591 -2.42352  -0.780
C -2.08826 2.06857 -3.68642  -0.604
C 3.73047 -0.64365 -1.79683  -0.656
C 0.80669 -3.60649 -0.75971  0.178
C -1.76093 0.29244 -2.10151  -0.321
C -2.81319 2.79516 -2.75132  -1.275
C -2.93774 -3.96860 1.29110  -0.506
C 1.32862 -1.26311 3.89008  -0.634
C 4.37406 -1.78144 -1.17375  1.135
C 2.04288 0.49570 -3.85921  -0.243
C 2.68389 -0.57326 3.82707  -0.677
C -5.45593 1.20252 1.02363  -0.605
C -2.73948 -1.26536 0.76409  1.216
H -4.09863 3.15444 4.11836  0.555
H 0.35646 3.20816 -5.03058  0.577
H -3.21502 -1.78647 -1.27604  0.567
H -6.55120 3.01421 3.67732  0.444
H 6.16428 -1.40472 -2.31792  0.447
H 0.77568 3.37811 0.82687  0.599
H 1.34963 -1.99074 4.70799  0.409
H -3.57860 2.84634 -0.75376  0.454
H 2.95636 -0.27788 4.84182  0.375
H -2.56390 -3.44701 3.34176  0.483
H -2.36737 -1.03655 2.88128  0.317
H 0.56012 -0.52235 4.13357  0.268
H 3.63856 1.24093 3.21764  0.400
H 1.88079 1.28764 3.09550  0.323
H -0.99534 0.26429 -4.09567  0.638
H -0.41698 4.99702 -0.65197  0.448
H -1.93245 2.47305 -4.67813  0.428
H 6.16738 -5.04286 -0.09500  0.426
H 0.19055 -2.52160 2.72315  0.065
H 3.89893 -4.53055 0.75290  0.417
H -3.34431 -4.20091 -0.80202  0.465
H -7.39186 1.79181 1.71458  0.467
H -0.41049 4.59492 -3.10751  0.555
H -2.99359 -5.02981 1.49478  0.449
H 3.43607 -1.29959 3.49579  0.309
H 2.96043 1.11686 0.92338  0.202
H -5.83119 0.66420 0.16242  0.521
H 1.74837 -2.44690 2.23702  0.064
H 4.35134 -0.14041 -2.54771  0.417
H -1.33665 -0.66907 -1.85171  0.932
H 1.54105 1.19543 -5.83800  0.399
H -3.21605 3.76604 -3.00624  0.439
H 2.50887 -0.41108 -4.22569  0.635
H 3.54851 -0.35969 1.32064  0.117

Atoms 1-2, force components in eV/Å:
Tl -0.1 0.0 0.3
Cl 0.0 0.0 0.0

=====

# 3
Density functional theory data (ωB97M-V/def2-TZVPD) for one molecule with the formula C9H13NO3 in a non-equilibrium geometry.

## Properties
multiplicity: 3
frontier orbital gap (spin up / spin down): 5.465 / 6.144 eV
expectation value of S²: 2.009
highest occupied orbital energy (spin up / spin down): -5.93 / -9.31 eV
energy above the lowest of the compared OMol25 structures with the same formula, charge and spin: 348.6 kJ/mol
LUMO energy (spin up / spin down): -0.0171 / -0.1164 Eh
total energy: -630.8888 hartree

Last column: Mulliken charge in e.
Atoms and positions in Å:
O 2.66787 -1.07973 0.58458  -0.715
O -0.18624 1.76690 0.75453  -0.553
O 2.25584 -1.57102 -1.47994  -0.742
N 2.12879 -0.84013 -0.50927  0.946
C 0.17576 0.04993 -1.58255  -0.492
C -1.33027 -1.47550 0.11930  0.066
C 2.28469 1.71895 0.80633  -1.568
C -1.29214 -1.99743 1.52795  -1.127
C -2.18814 -0.45575 -0.10756  -0.043
C 0.95478 0.95348 0.72769  0.545
C -1.09088 0.78643 -1.88992  -0.947
C 1.01914 0.06870 -0.57366  0.267
C -2.22353 0.43526 -1.23963  -0.562
H -2.96040 -0.10302 0.62082  0.272
H -0.90006 -2.02665 -0.71048  0.486
H -0.75214 -2.99883 1.58219  0.315
H 2.23789 2.51363 1.55353  0.363
H 2.46096 2.25527 -0.11393  0.367
H 0.45053 -0.43375 -2.58651  0.351
H 0.90059 0.35692 1.60778  0.213
H -3.10532 0.81295 -1.61592  0.541
H -0.32162 2.31471 0.00449  0.374
H -1.16114 1.25964 -2.77930  0.593
H 3.02096 0.99399 0.95965  0.471
H -0.78658 -1.28793 2.21425  0.222
H -2.25936 -2.01702 2.12558  0.355

Atoms 1-2, force components in eV/Å:
O 0.7 0.4 0.9
O -0.5 -0.6 1.6

=====

# 4
Density functional theory data (ωB97M-V/def2-TZVPD) for one molecule with the formula C5H13NO in a non-equilibrium geometry.

## Properties
frontier orbital gap: 9.870 eV
highest occupied orbital energy: -8.94 eV
energy above the lowest of the compared OMol25 structures with the same formula, charge and spin: 180.3 kJ/mol
LUMO energy: 0.0342 Eh
total energy: -328.2502 hartree

Last column: Mulliken charge in e.
Atoms and positions in Å:
O 2.96684 -0.25883 0.02244  -0.570
N -1.16690 -0.74385 0.08979  -0.292
C -2.61630 -1.08469 0.14173  -0.944
C 1.50192 -0.09626 0.21967  0.077
C 0.76159 0.07016 -1.14731  -0.643
C 1.18539 1.02845 1.26669  -1.157
C -0.73528 0.24024 -0.96371  -0.653
H 1.46497 2.10500 0.96289  0.270
H 1.02804 -0.78890 -1.64912  0.315
H 3.20292 0.54600 -0.52767  0.357
H 1.78889 0.75755 2.27439  0.233
H 0.12729 1.05662 1.48326  0.391
H -1.29826 -0.06912 -1.89710  0.416
H 1.22226 -1.06809 0.68013  0.364
H -2.71172 -1.84752 0.89791  0.324
H -0.91242 -0.42783 1.01246  0.212
H -2.86491 -1.41222 -0.91397  0.274
H -3.25829 -0.29521 0.37562  0.351
H 1.18996 0.96709 -1.63935  0.424
H -0.87598 1.32141 -0.68874  0.252

Atoms 1-2, force components in eV/Å:
O -1.5 2.0 -1.0
N -0.9 0.5 -0.6